Record 1
A molecular structure, C16H16BF4N8PdSe, computed with wB97M-V/def2-TZVPD.

Geometry (Å):
Pd1 -1.697 -1.688 -1.001
N1 0.151 -2.154 1.813
C1 -0.505 -0.988 1.902
N2 -0.266 -0.211 2.948
C2 -0.921 0.951 2.961
N3 -0.712 1.776 3.984
N4 -1.779 1.374 1.997
C3 -1.938 0.537 1.004
N5 -1.336 -0.654 0.885
C4 -2.820 0.950 -0.127
C5 -3.557 2.116 -0.089
C6 -4.366 2.421 -1.176
C7 -4.410 1.555 -2.253
C8 -3.636 0.403 -2.223
N6 -2.861 0.118 -1.181
H1 0.654 -2.461 2.628
H2 -0.115 -2.837 1.120
H3 -0.122 1.484 4.744
H4 -1.236 2.630 4.047
H5 -3.492 2.755 0.779
H6 -4.959 3.325 -1.175
H7 -5.033 1.753 -3.112
H8 -3.633 -0.316 -3.032
F1 -2.125 -3.982 -1.278
B1 -2.223 -3.875 -2.715
F2 -2.571 -2.419 -2.894
F3 -0.971 -4.047 -3.258
F4 -3.191 -4.647 -3.236
C9 3.735 -2.083 -0.936
N7 2.911 -0.914 -0.689
C10 1.621 -0.766 -1.019
Se1 0.572 -2.037 -1.916
N8 1.236 0.465 -0.640
C11 2.294 1.133 -0.026
C12 2.401 2.395 0.534
C13 3.637 2.732 1.060
C14 4.717 1.844 1.024
C15 4.604 0.585 0.461
C16 3.366 0.250 -0.063
H9 3.136 -2.848 -1.423
H10 4.114 -2.469 0.009
H11 4.569 -1.815 -1.584
H12 0.306 0.812 -0.788
H13 1.569 3.085 0.554
H14 3.774 3.708 1.504
H15 5.665 2.151 1.443
H16 5.442 -0.098 0.430

lowest unoccupied orbital energy (spin up / spin down) = -3.77 / -5.14 eV
ΔE to the lowest compared entry with this formula, charge and spin = 0.0 kJ/mol
total charge = +1
F_max = 0.584 eV/Å
2S+1 = 3
orbital gap (spin up / spin down) = 7.69 / 6.35 eV



Record 2
A molecular structure, C16H16BrCl2NO4SSc, computed with wB97M-V/def2-TZVPD.

Geometry (Å):
Sc1 0.161 -0.078 0.817
C1 -2.343 0.953 2.592
O1 -0.922 0.719 2.529
C2 -0.333 0.225 3.749
C3 -0.331 -1.288 3.712
O2 0.182 -1.646 2.417
C4 0.771 -2.959 2.386
H1 -2.555 1.633 3.416
H2 -2.884 0.016 2.723
H3 -2.634 1.420 1.655
H4 -0.865 0.620 4.613
H5 0.693 0.595 3.760
H6 -1.327 -1.720 3.834
H7 0.330 -1.679 4.487
H8 1.641 -2.986 3.042
H9 1.082 -3.163 1.366
H10 0.036 -3.701 2.700
Cl1 1.346 -1.501 -1.028
C5 2.863 -0.646 -1.292
C6 3.533 -0.925 -2.466
C7 4.729 -0.276 -2.715
C8 5.225 0.632 -1.796
C9 4.534 0.897 -0.625
Cl2 5.195 2.025 0.492
C10 3.314 0.261 -0.334
S1 2.489 0.581 1.181
H11 3.125 -1.638 -3.169
H12 5.273 -0.480 -3.626
H13 6.158 1.147 -1.977
Br1 -5.620 -0.625 -4.016
C11 -4.243 0.499 -3.390
C12 -4.059 1.762 -3.949
N1 -3.099 2.590 -3.553
C13 -2.289 2.201 -2.579
C14 -2.408 0.959 -1.961
C15 -3.408 0.085 -2.376
C16 -1.490 0.575 -0.884
O3 -1.583 -0.557 -0.297
O4 -0.560 1.361 -0.496
H14 -4.697 2.105 -4.753
H15 -1.516 2.895 -2.273
H16 -3.515 -0.887 -1.914

lowest unoccupied orbital energy = -3.27 eV
total charge = +1
F_max = 0.409 eV/Å
orbital gap = 7.89 eV



Record 3
A molecular structure, C16H16BrFeN5O2S4Sb, computed with wB97M-V/def2-TZVPD.

Geometry (Å):
Fe1 1.665 -0.714 -0.189
C1 -0.724 3.131 -3.922
C2 -0.969 3.915 -2.639
N1 0.018 3.635 -1.616
C3 -0.181 2.653 -0.653
S1 -1.758 2.134 -0.216
N2 0.946 2.251 -0.113
N3 0.850 1.142 0.699
C4 0.948 1.281 1.964
C5 1.010 2.592 2.675
C6 0.935 0.005 2.728
C7 0.742 -0.032 4.102
C8 0.654 -1.271 4.723
C9 0.757 -2.419 3.960
C10 0.963 -2.296 2.590
N4 1.057 -1.113 1.996
H1 -1.488 3.365 -4.669
H2 -0.744 2.058 -3.734
H3 0.249 3.381 -4.355
H4 -1.939 3.653 -2.216
H5 -0.981 4.994 -2.844
H6 0.974 3.605 -1.944
H7 1.266 3.364 1.951
H8 1.751 2.565 3.475
H9 0.036 2.838 3.106
H10 0.646 0.884 4.665
H11 0.497 -1.330 5.793
H12 0.685 -3.403 4.402
H13 1.060 -3.146 1.925
S2 5.596 -3.567 -0.847
Sb1 4.012 -2.736 0.580
S3 1.790 -2.974 -0.520
S4 3.832 -0.272 0.123
Br1 -3.939 -4.664 -2.816
C11 -2.920 -3.365 -1.861
C12 -3.084 -3.254 -0.493
N5 -2.421 -2.356 0.228
C13 -1.557 -1.567 -0.407
C14 -1.313 -1.628 -1.776
C15 -2.034 -2.541 -2.526
C16 -0.312 -0.732 -2.488
O1 -0.511 -0.492 -3.673
O2 0.664 -0.283 -1.796
H14 -3.777 -3.902 0.031
H15 -1.069 -0.810 0.194
H16 -1.883 -2.581 -3.596

lowest unoccupied orbital energy (spin up / spin down) = 3.92 / 3.92 eV
ΔE to the lowest compared entry with this formula, charge and spin = 53.0 kJ/mol
total charge = -2
F_max = 0.524 eV/Å
2S+1 = 6
orbital gap (spin up / spin down) = 5.46 / 5.53 eV



Record 4
A molecular structure, C16H16Cl5CoSi2, computed with wB97M-V/def2-TZVPD.

Geometry (Å):
Co1 -0.640 1.107 0.118
C1 -1.815 -2.161 0.610
Si1 -1.390 -0.917 -0.718
C2 -2.823 -0.840 -1.916
C3 0.109 -1.582 -1.641
C4 0.038 -2.823 -2.290
C5 1.138 -3.360 -2.939
C6 2.342 -2.664 -2.938
C7 2.426 -1.443 -2.289
C8 1.314 -0.885 -1.641
Si2 1.486 0.745 -0.717
C9 2.136 2.025 -1.915
C10 2.776 0.491 0.611
H1 -1.993 -3.135 0.143
H2 -2.718 -1.875 1.155
H3 -1.000 -2.259 1.327
H4 -2.976 -1.846 -2.313
H5 -2.637 -0.163 -2.752
H6 -3.743 -0.526 -1.419
H7 -0.892 -3.385 -2.285
H8 1.063 -4.318 -3.438
H9 3.210 -3.077 -3.437
H10 3.377 -0.919 -2.283
H11 3.085 1.654 -2.312
H12 2.324 2.979 -1.418
H13 1.458 2.202 -2.751
H14 3.708 0.158 0.145
H15 2.452 -0.264 1.328
H16 2.979 1.416 1.156
Cl1 0.284 -0.490 3.351
C11 -0.579 1.005 3.228
C12 -0.865 1.500 1.973
C13 -1.554 2.695 1.910
Cl2 -1.877 3.255 0.252
C14 -1.971 3.418 3.011
Cl3 -2.825 4.898 2.830
C15 -1.670 2.896 4.270
Cl4 -2.159 3.745 5.679
C16 -0.972 1.688 4.380
Cl5 -0.607 1.054 5.934

lowest unoccupied orbital energy (spin up / spin down) = -0.84 / -0.84 eV
total charge = 0
F_max = 1.561 eV/Å
orbital gap (spin up / spin down) = 7.78 / 7.78 eV